Entry 1:
C18H26BCrN8S as an isolated structure at a distorted geometry, computed with the ωB97M-V functional and the def2-TZVPD basis.

F_max, hartree/bohr: 0.0747
2S+1: 2
Energy, eV: -70927.1021
E_LUMO (alpha / beta), eV: -9.487 / -8.805
Net charge: +2

Element x y z (Å)
Cr 1.427 0.071 0.852
C 3.112 0.566 -2.337
C 1.635 0.677 -2.308
C 0.761 0.960 -3.371
C -0.498 0.932 -2.814
N -0.382 0.638 -1.507
N 0.923 0.491 -1.199
B -1.496 0.443 -0.446
N -1.208 1.438 0.692
C -1.903 2.419 1.296
C -1.119 2.979 2.283
C 0.082 2.274 2.238
C 1.309 2.403 3.065
N 0.010 1.350 1.273
N -1.368 -0.979 0.159
C -2.272 -1.975 0.196
C -1.694 -3.067 0.804
C -0.393 -2.651 1.139
C 0.676 -3.429 1.805
N -0.225 -1.392 0.744
N -2.836 0.528 -1.163
C -3.938 1.333 -1.110
C -4.834 0.897 -2.044
C -4.202 -0.217 -2.669
C -4.705 -1.058 -3.755
N -3.010 -0.393 -2.102
H 3.475 0.748 -3.345
H 3.562 1.300 -1.669
H 3.425 -0.433 -2.028
H 1.009 1.180 -4.388
H -1.438 1.100 -3.298
H -2.903 2.680 1.028
H -1.388 3.784 2.933
H 1.198 3.206 3.788
H 1.501 1.475 3.608
H 2.174 2.623 2.434
H -3.260 -1.887 -0.204
H -2.154 -4.014 0.999
H 0.320 -4.431 2.027
H 1.552 -3.504 1.158
H 0.970 -2.950 2.740
H -4.039 2.160 -0.443
H -5.803 1.288 -2.274
H -5.701 -0.753 -4.062
H -4.030 -1.011 -4.611
H -4.717 -2.105 -3.452
C 5.234 0.252 1.232
S 3.642 -0.535 1.609
C 4.156 -1.516 3.048
H 5.590 0.776 2.115
H 5.076 0.956 0.423
H 5.947 -0.510 0.926
H 4.874 -2.269 2.732
H 3.276 -1.994 3.462
H 4.598 -0.854 3.788

Quick look at the Löwdin charges, all values in e:
1 Cr 0.917
2 C -0.006
3 C -0.305
4 C 0.048
5 C 0.014
6 N 0.038
7 N 0.012
8 B -0.624
9 N 0.070
10 C 0.032
11 C 0.053
12 C -0.295
13 C -0.009
14 N -0.047
15 N 0.033
16 C 0.009
17 C 0.045
18 C -0.309
19 C -0.008
20 N 0.024
21 N -0.028
22 C -0.054
23 C 0.011
24 C -0.325
25 C -0.023
26 N 0.076
27 H 0.100
28 H 0.078
29 H 0.091
30 H 0.125
31 H 0.139
32 H 0.123
33 H 0.129
34 H 0.106
35 H 0.085
36 H 0.086
37 H 0.136
38 H 0.124
39 H 0.099
40 H 0.089
41 H 0.077
42 H 0.095
43 H 0.111
44 H 0.087
45 H 0.088
46 H 0.087
47 C -0.283
48 S 0.788
49 C -0.283
50 H 0.068
51 H 0.043
52 H 0.075
53 H 0.075
54 H 0.043
55 H 0.068



Entry 2:
An isolated molecule of C18H26ClP at a distorted geometry, computed with the ωB97M-V functional and the def2-TZVPD basis.

SMILES: Clc1ccc(P(C2CCCCC2)C2CCCCC2)cc1
F_max, hartree/bohr: 0.0451
Energy, eV: -40897.9599
E_LUMO, eV: 0.714

Element x y z (Å)
Cl 5.360 -2.909 -1.378
C 3.841 -2.149 -0.972
C 3.840 -0.858 -0.456
C 2.633 -0.216 -0.178
C 1.421 -0.804 -0.423
P -0.112 0.068 0.073
C -1.052 -0.212 1.676
C -1.219 -1.726 1.876
C -1.977 -2.038 3.188
C -1.209 -1.430 4.385
C -0.966 0.102 4.178
C -0.324 0.477 2.838
C -0.785 1.310 -1.126
C -1.401 0.558 -2.311
C -1.756 1.475 -3.487
C -0.535 2.234 -3.964
C 0.113 3.028 -2.829
C 0.378 2.214 -1.545
C 1.366 -2.085 -0.957
C 2.578 -2.747 -1.203
H 4.801 -0.329 -0.380
H 2.622 0.756 0.325
H -2.058 0.227 1.582
H -0.213 -2.161 1.945
H -1.775 -2.164 0.982
H -2.968 -1.613 3.129
H -2.093 -3.117 3.306
H -1.807 -1.584 5.278
H -0.259 -1.963 4.558
H -1.973 0.589 4.228
H -0.372 0.490 4.987
H 0.719 0.223 2.866
H -0.395 1.558 2.680
H -1.583 1.887 -0.704
H -0.690 -0.218 -2.612
H -2.332 0.060 -1.953
H -2.145 0.870 -4.312
H -2.515 2.179 -3.132
H 0.184 1.479 -4.307
H -0.768 2.945 -4.792
H 1.030 3.484 -3.190
H -0.560 3.891 -2.561
H 1.269 1.628 -1.773
H 0.597 2.915 -0.745
H 0.456 -2.566 -1.183
H 2.631 -3.759 -1.608

Quick look at the Löwdin charges, all values in e:
1 Cl 0.653
2 C -0.656
3 C -0.108
4 C -0.114
5 C -0.389
6 P 1.112
7 C -0.455
8 C -0.241
9 C -0.205
10 C -0.195
11 C -0.196
12 C -0.240
13 C -0.457
14 C -0.242
15 C -0.216
16 C -0.222
17 C -0.209
18 C -0.228
19 C -0.080
20 C -0.085
21 H 0.110
22 H 0.108
23 H 0.120
24 H 0.108
25 H 0.120
26 H 0.101
27 H 0.103
28 H 0.095
29 H 0.112
30 H 0.119
31 H 0.093
32 H 0.096
33 H 0.105
34 H 0.107
35 H 0.098
36 H 0.114
37 H 0.108
38 H 0.113
39 H 0.114
40 H 0.117
41 H 0.100
42 H 0.121
43 H 0.093
44 H 0.104
45 H 0.090
46 H 0.102



Entry 3:
C18H26IN2SiTeW as an isolated structure, computed with the ωB97M-V functional and the def2-TZVPD basis.

F_max, hartree/bohr: 0.0163
2S+1: 3
Energy, eV: -47161.5469
E_LUMO (alpha / beta), eV: -4.110 / -4.092
Net charge: +1

Element x y z (Å)
W 0.190 1.424 0.299
C 2.681 -0.649 -1.589
C 2.730 -0.607 -0.099
C 3.704 -1.243 0.661
C 3.683 -1.130 2.043
C 2.706 -0.388 2.700
C 1.763 0.220 1.904
N 1.792 0.092 0.549
N 0.649 1.001 2.199
Si 0.217 2.470 3.076
C -1.372 2.838 2.098
C 1.499 3.789 2.805
C -0.022 2.220 4.897
H 2.954 -1.637 -1.956
H 3.390 0.070 -2.006
H 1.683 -0.402 -1.950
H 4.469 -1.825 0.168
H 4.446 -1.633 2.623
H 2.675 -0.297 3.776
H -1.358 2.887 0.975
H -1.694 3.863 2.300
H -2.180 2.143 2.326
H 2.004 3.692 1.842
H 2.261 3.754 3.586
H 1.046 4.784 2.824
H -0.755 1.450 5.140
H -0.336 3.152 5.371
H 0.934 1.933 5.339
I -1.674 -0.083 -0.653
C -1.156 8.474 1.213
C -0.636 7.220 0.570
C -1.492 6.324 -0.060
C -1.027 5.168 -0.674
C -2.015 4.301 -1.412
C 0.347 4.889 -0.620
Te 1.053 3.091 -1.535
C 1.241 5.789 -0.031
C 2.739 5.622 -0.013
C 0.723 6.939 0.559
H -2.243 8.516 1.179
H -0.768 9.357 0.703
H -0.844 8.539 2.256
H -2.553 6.543 -0.096
H -3.014 4.729 -1.351
H -2.067 3.278 -1.031
H -1.748 4.215 -2.468
H 3.068 4.644 -0.357
H 3.129 5.776 0.994
H 3.205 6.372 -0.656
H 1.413 7.638 1.020

Quick look at the Löwdin charges, all values in e:
1 W 0.641
2 C -0.015
3 C -0.285
4 C -0.004
5 C -0.015
6 C 0.018
7 C -0.397
8 N -0.056
9 N -0.193
10 Si 0.398
11 C -0.177
12 C -0.153
13 C -0.156
14 H 0.097
15 H 0.099
16 H 0.056
17 H 0.126
18 H 0.124
19 H 0.123
20 H -0.039
21 H 0.063
22 H 0.051
23 H 0.010
24 H 0.047
25 H 0.046
26 H 0.041
27 H 0.046
28 H 0.039
29 I 0.307
30 C -0.038
31 C -0.253
32 C -0.010
33 C -0.338
34 C -0.096
35 C -0.503
36 Te 0.966
37 C -0.335
38 C -0.087
39 C -0.016
40 H 0.078
41 H 0.090
42 H 0.085
43 H 0.120
44 H 0.085
45 H 0.011
46 H 0.079
47 H 0.011
48 H 0.083
49 H 0.094
50 H 0.131



Entry 4:
An isolated molecule of C18H26N2O2, computed with the ωB97M-V functional and the def2-TZVPD basis.

SMILES: CC(C)CCNC(=O)[C@@H]1CC(=O)N(CCc2ccccc2)C1
F_max, hartree/bohr: 0.0134
Energy, eV: -26164.8971
E_LUMO, eV: 0.738

Element x y z (Å)
C -3.897 -2.143 -1.442
C -2.699 -1.381 -0.873
C -2.570 -0.042 -1.598
C -2.861 -1.212 0.647
C -1.548 -1.179 1.435
N -0.801 0.043 1.260
C -0.624 0.932 2.256
O -1.022 0.761 3.389
C 0.108 2.208 1.838
C -0.722 2.991 0.812
C -0.041 2.745 -0.524
O -0.455 3.051 -1.619
N 1.131 2.112 -0.288
C 2.117 1.912 -1.321
C 2.118 0.482 -1.884
C 2.480 -0.552 -0.855
C 3.726 -0.532 -0.239
C 4.054 -1.469 0.724
C 3.142 -2.450 1.078
C 1.907 -2.492 0.456
C 1.579 -1.548 -0.502
C 1.436 1.927 1.113
H -3.800 -2.259 -2.519
H -3.974 -3.133 -0.997
H -4.818 -1.601 -1.239
H -1.800 -1.979 -1.064
H -1.710 0.533 -1.266
H -3.460 0.561 -1.435
H -2.466 -0.203 -2.670
H -3.428 -0.304 0.859
H -3.437 -2.056 1.033
H -0.922 -2.030 1.148
H -1.764 -1.246 2.504
H -0.432 0.241 0.343
H 0.271 2.783 2.751
H -1.766 2.682 0.780
H -0.703 4.065 1.005
H 3.102 2.165 -0.919
H 1.870 2.604 -2.132
H 1.131 0.270 -2.298
H 2.841 0.450 -2.703
H 4.449 0.222 -0.518
H 5.024 -1.437 1.197
H 3.397 -3.182 1.829
H 1.201 -3.268 0.715
H 0.618 -1.593 -0.995
H 1.803 0.913 1.301
H 2.215 2.634 1.426

Quick look at the Löwdin charges, all values in e:
1 C -0.085
2 C -0.434
3 C -0.066
4 C -0.154
5 C -0.163
6 N 0.091
7 C -0.473
8 O 0.070
9 C -0.171
10 C -0.021
11 C -0.478
12 O 0.068
13 N -0.053
14 C -0.130
15 C -0.114
16 C -0.248
17 C -0.053
18 C -0.080
19 C -0.086
20 C -0.082
21 C -0.057
22 C -0.089
23 H 0.075
24 H 0.075
25 H 0.083
26 H 0.120
27 H 0.046
28 H 0.088
29 H 0.081
30 H 0.123
31 H 0.111
32 H 0.104
33 H 0.121
34 H 0.106
35 H 0.146
36 H 0.130
37 H 0.131
38 H 0.123
39 H 0.127
40 H 0.116
41 H 0.124
42 H 0.114
43 H 0.103
44 H 0.102
45 H 0.101
46 H 0.099
47 H 0.122
48 H 0.134



Entry 5:
An isolated molecule of C18H26N2O3, computed with the ωB97M-V functional and the def2-TZVPD basis.

SMILES: CCOC(=O)c1[nH]c(C)c(C(=O)NCCC2=CCCCC2)c1C
F_max, hartree/bohr: 0.0121
Energy, eV: -28212.2358
E_LUMO, eV: 0.712

Element x y z (Å)
C -6.493 -0.627 0.038
C -5.513 -0.512 1.197
O -4.161 -0.575 0.748
C -3.626 0.572 0.295
O -4.216 1.634 0.287
C -2.260 0.439 -0.176
N -1.632 1.575 -0.624
C -0.391 1.288 -1.049
C 0.513 2.325 -1.604
C -0.179 -0.076 -0.853
C 1.091 -0.753 -1.183
O 1.860 -0.338 -2.034
N 1.331 -1.895 -0.485
C 2.625 -2.530 -0.513
C 3.444 -2.188 0.745
C 3.555 -0.696 0.897
C 2.701 -0.010 1.644
C 2.702 1.481 1.783
C 3.986 2.098 1.236
C 4.340 1.456 -0.099
C 4.638 -0.025 0.103
C -1.371 -0.620 -0.309
C -1.671 -2.046 -0.002
H -7.510 -0.639 0.420
H -6.376 0.223 -0.629
H -6.311 -1.543 -0.520
H -5.620 -1.351 1.889
H -5.667 0.433 1.729
H -2.086 2.476 -0.630
H 1.383 1.841 -2.038
H 0.834 3.018 -0.826
H 0.001 2.897 -2.376
H 0.766 -2.076 0.328
H 3.131 -2.163 -1.409
H 2.495 -3.614 -0.593
H 2.948 -2.619 1.618
H 4.434 -2.639 0.652
H 1.924 -0.525 2.196
H 2.568 1.752 2.834
H 1.837 1.874 1.237
H 3.862 3.177 1.123
H 4.801 1.926 1.943
H 5.203 1.954 -0.545
H 3.498 1.551 -0.786
H 4.734 -0.515 -0.868
H 5.592 -0.149 0.628
H -1.370 -2.300 1.017
H -2.742 -2.217 -0.073
H -1.155 -2.705 -0.697

Quick look at the Löwdin charges, all values in e:
1 C -0.060
2 C -0.216
3 O -0.013
4 C -0.432
5 O 0.096
6 C -0.119
7 N 0.149
8 C -0.223
9 C -0.004
10 C -0.044
11 C -0.433
12 O 0.056
13 N 0.067
14 C -0.166
15 C -0.135
16 C -0.261
17 C -0.062
18 C -0.186
19 C -0.198
20 C -0.189
21 C -0.151
22 C -0.138
23 C -0.030
24 H 0.077
25 H 0.076
26 H 0.077
27 H 0.123
28 H 0.121
29 H 0.170
30 H 0.064
31 H 0.081
32 H 0.087
33 H 0.117
34 H 0.115
35 H 0.119
36 H 0.112
37 H 0.117
38 H 0.109
39 H 0.110
40 H 0.100
41 H 0.107
42 H 0.115
43 H 0.110
44 H 0.099
45 H 0.115
46 H 0.124
47 H 0.089
48 H 0.074
49 H 0.083